The following is a quantum chemistry calculation of C39H30CrF3N2O6PS as an isolated structure, from the Open Molecules 2025 dataset.

Summary:
2S+1   5
Gap between HOMO and LUMO (spin up / spin down)   5.5892 / 5.9946 eV
Total charge   -2

Last column: Löwdin charge in e.
Geometry (Å):
Cr -0.1778 -0.3310 -0.1369  0.664
S 1.1816 -2.7947 -2.7181  0.582
P -1.9503 1.7331 0.4723  1.142
F 2.5084 -5.6379 -2.2162  0.095
F 3.9947 -4.2990 -3.0308  0.101
F 4.4743 -5.5540 -1.3542  0.070
O 1.9629 0.6322 3.0043  -0.055
O 1.7840 2.4712 -1.8889  0.043
O -0.9549 -1.4744 1.3679  -0.128
O -2.4703 -2.1903 2.8283  -0.004
O 0.0890 1.0412 -1.5867  -0.173
O 0.7080 1.1540 1.1971  -0.182
N -1.9005 -1.0764 -1.4833  0.037
N 1.6877 -1.8449 -0.3003  0.000
C -5.1759 1.6146 -1.9943  -0.099
C 1.3285 1.3993 2.2808  -0.543
C 0.6450 2.1959 -1.5416  -0.611
C -2.3306 1.0980 3.0951  -0.086
C -0.6996 5.7291 -1.5104  -0.096
C -5.0866 -2.3202 -4.0760  -0.055
C -4.1387 -1.8340 -1.7883  -0.017
C -3.9040 1.7339 -1.4627  -0.103
C -3.0872 -1.4161 -0.9919  -0.121
C -2.3819 1.2868 4.4688  -0.072
C -1.8689 5.6365 -0.7657  -0.102
C -2.1550 -6.0835 -0.2764  -0.112
C -2.7395 -1.5018 -3.6711  -0.016
C -1.1118 -3.9335 -0.0460  -0.027
C -3.6992 1.7388 -0.0777  -0.352
C -4.8059 1.6071 0.7569  -0.078
C -1.8210 3.5989 4.1772  -0.103
C 2.2930 -1.8223 0.8885  -0.117
C -2.0603 2.1720 2.2424  -0.339
C 3.0541 -3.7123 -0.9115  -0.152
C -0.2630 3.3682 -1.1434  -0.101
C -1.7827 3.4184 2.8006  -0.087
C -2.9100 -5.8341 0.8656  -0.111
C -1.7505 -2.3503 1.8342  -0.613
C -1.8575 -3.6770 1.0962  -0.129
C -6.0828 1.4778 0.2213  -0.102
C -2.2130 4.4235 -0.1979  -0.119
C -2.1336 2.5378 5.0149  -0.108
C 2.0256 -2.7761 -1.2388  -0.742
C 3.2990 -2.7033 1.2466  -0.067
C -1.4173 3.2821 -0.3578  -0.273
C -6.2754 1.4833 -1.1516  -0.117
C -1.7337 -1.1108 -2.8056  -0.144
C 0.0850 4.6060 -1.6903  -0.030
C 3.4820 -4.7700 -1.8795  -0.605
C -1.2533 -5.1312 -0.7328  -0.069
C -2.7614 -4.6352 1.5477  -0.040
C 3.6755 -3.6622 0.3221  -0.038
C -3.9746 -1.8859 -3.1638  -0.276
H -4.6694 1.5974 1.8315  0.097
H -2.1518 2.6799 6.0894  0.089
H -3.6163 -6.5769 1.2220  0.085
H -3.2045 -1.3322 0.0809  0.114
H -0.4270 -3.1832 -0.4095  0.057
H -2.5794 0.4320 5.1044  0.104
H -0.7538 -0.8179 -3.1596  0.066
H -2.5479 -1.5212 -4.7380  0.112
H -5.9432 -2.6804 -3.5061  0.070
H 1.2827 2.4715 2.5806  0.115
H -4.7529 -3.1197 -4.7401  0.077
H -2.4470 0.0898 2.7072  0.080
H -0.6585 -5.2997 -1.6228  0.090
H -1.5062 4.2498 2.1665  0.091
H -5.0818 -2.1058 -1.3288  0.113
H -5.4196 -1.4897 -4.7029  0.076
H 3.7610 -2.6309 2.2216  0.093
H 1.9704 -1.0653 1.5955  0.080
H -7.2717 1.3776 -1.5650  0.087
H -3.0451 1.8093 -2.1227  0.114
H -0.4079 6.6727 -1.9580  0.090
H -2.2721 -7.0203 -0.8110  0.087
H -6.9318 1.3707 0.8872  0.092
H 0.9981 4.6447 -2.2702  0.109
H -5.3095 1.6066 -3.0701  0.097
H -1.5876 4.5715 4.5957  0.091
H -3.1242 4.3473 0.3846  0.106
H -3.3366 -4.4123 2.4372  0.104
H 4.4526 -4.3758 0.5588  0.106
H -2.5067 6.5022 -0.6259  0.091

=====

The following is a quantum chemistry calculation of C39H30F5N2O3PS4TeTl as an isolated structure, from the Open Molecules 2025 dataset.

Summary:
Gap between HOMO and LUMO   6.2110 eV
Total charge   -1

Last column: Löwdin charge in e.
Geometry (Å):
Tl 0.5896 0.1767 0.2569  0.445
Te -1.3767 3.0407 1.0297  1.278
S 1.5723 -2.7691 -0.3052  0.458
S 2.8870 1.3548 0.1029  0.645
S 0.5349 1.4082 2.6506  0.528
S -2.3108 -0.0924 0.4661  0.646
P 0.5093 -1.8221 2.3577  1.045
F -1.2351 2.7747 -5.5531  0.098
F -1.5371 0.0787 -5.2469  0.089
F -0.2126 4.2550 -3.4842  0.100
F 0.5295 3.0659 -1.2064  -0.058
F -0.8810 -1.1173 -2.9396  0.072
O 1.9698 -3.4449 -1.5084  -0.285
O 0.1621 -2.3032 -0.3167  -0.473
O 2.4327 -1.6939 0.1681  -0.425
N -4.4179 -1.3840 -0.3351  0.080
N -2.4275 -2.4927 -0.6699  0.123
C -3.2553 4.1649 3.0181  -0.301
C 3.3490 -0.7595 5.8075  -0.094
C -1.0178 0.8090 -4.2402  -0.144
C -0.1107 0.9140 -1.9785  -0.055
C 2.8272 2.4780 1.4412  -0.678
C -1.8292 -0.9989 3.6328  -0.144
C -4.8160 6.4673 3.0214  -0.108
C -0.8656 2.1783 -4.4043  -0.138
C -3.1797 -1.0757 3.9169  -0.090
C 0.0337 2.2783 -2.1864  -0.289
C 2.0191 -0.9852 6.1211  -0.088
C 1.0528 -3.5662 2.2199  -0.325
C 1.0132 -4.4435 3.3006  -0.069
C -4.3396 5.9516 4.2123  -0.108
C 2.0641 3.4022 3.5407  -0.144
C -3.2972 4.0234 0.5607  -0.396
C -1.9488 -3.1260 2.5212  -0.103
C 1.9149 2.4758 2.5104  -0.654
C -3.9204 -2.1723 3.5035  -0.096
C 1.5267 -5.7212 3.1688  -0.076
C 3.7809 -0.8696 4.4946  -0.069
C -1.1951 -2.0367 2.9510  -0.365
C 2.1263 -5.2583 0.8888  -0.048
C 1.5943 -3.9914 1.0223  -0.244
C 3.9698 4.3571 2.4711  -0.116
C 2.0977 -6.1258 1.9706  -0.076
C 3.0887 4.3257 3.5415  -0.115
C 1.1128 -1.3196 5.1283  -0.097
C -2.3915 2.9529 2.9498  -0.413
C 2.8787 -1.1913 3.4997  -0.085
C -3.0719 -1.4310 -0.2159  -0.874
C -3.5676 4.8008 4.2073  -0.051
C -4.5051 5.8385 1.8270  -0.053
C -3.3011 -3.1955 2.8028  -0.095
C -0.3412 2.9235 -3.3595  -0.145
C -3.7183 4.6988 1.8139  -0.313
C 3.8242 3.4561 1.4397  -0.152
C 1.5397 -1.4211 3.8130  -0.382
C -0.6522 0.2034 -3.0388  -0.241
H -1.2598 -0.1205 3.9031  0.062
H -3.6616 -0.2620 4.4413  0.103
H -4.0068 3.2368 0.2955  0.052
H 2.5502 -5.5433 -0.0614  0.111
H 1.3519 3.3816 4.3544  0.092
H 1.6800 -0.8921 7.1453  0.097
H -1.6677 2.9203 3.7615  0.034
H -4.8958 -0.6291 0.1231  0.083
H 4.8174 -0.6891 4.2446  0.105
H -4.8570 6.2515 0.8915  0.106
H 4.0519 -0.4897 6.5842  0.096
H -5.4131 7.3688 3.0200  0.092
H 4.7717 5.0813 2.4357  0.091
H 3.1895 -1.2547 2.4643  0.099
H -2.9088 -3.2009 -1.2002  0.116
H -3.8754 -4.0471 2.4586  0.100
H 3.1893 5.0200 4.3650  0.090
H 0.5795 -4.1200 4.2361  0.113
H -1.4723 -3.9032 1.9383  0.107
H 4.4969 3.4805 0.5966  0.087
H 0.0750 -1.4921 5.3749  0.096
H -3.1777 4.4073 5.1351  0.107
H -1.3955 -2.4812 -0.6736  0.038
H -4.9804 -2.2215 3.7147  0.097
H 1.4895 -6.4024 4.0077  0.100
H -3.2409 4.7206 -0.2711  0.050
H 2.5211 -7.1165 1.8807  0.100
H -2.9936 2.0424 2.9895  0.051
H -4.5527 6.4531 5.1461  0.092
H -4.9442 -2.1938 -0.6204  0.098

=====

The following is a quantum chemistry calculation of C39H30N4O4PSV as an isolated structure, from the Open Molecules 2025 dataset.

Summary:
2S+1   2
Gap between HOMO and LUMO (spin up / spin down)   5.2254 / 5.1770 eV
Total charge   -1

Last column: Löwdin charge in e.
Geometry (Å):
V 0.5354 2.1320 0.0379  0.894
S -2.0355 2.8237 3.6504  0.982
P 0.3357 -1.7089 0.2090  1.149
O 2.3087 2.7584 0.3588  -0.140
O 2.7106 0.4282 2.9367  0.087
O 4.1812 2.4728 1.5790  0.083
O 1.2408 0.6714 1.2404  -0.239
N -1.4042 1.3972 -0.0428  0.026
N 0.9353 1.4811 -2.0239  0.036
N -0.0331 3.6887 -1.0337  -0.019
N 3.3483 -0.9517 -0.1426  0.120
C -3.3063 0.3448 -1.0575  -0.068
C -0.5346 3.5616 4.0262  -0.422
C -3.5220 1.3548 1.0953  -0.041
C -0.7706 -2.8921 -2.0282  -0.104
C -0.0303 3.6107 -2.4121  -0.213
C -1.4468 2.4185 2.0660  -0.516
C 4.2279 -3.1703 0.1632  -0.045
C 1.0113 0.9114 -4.7703  -0.088
C 0.3495 3.5023 2.9920  -0.173
C 1.5374 0.0062 -3.8290  -0.084
C -0.1645 2.8395 1.8286  -0.242
C -0.9082 5.8454 -2.6364  -0.102
C -1.7421 -3.7404 -0.0100  -0.100
C -0.4714 4.6864 -3.2080  -0.042
C 2.7796 -5.0400 0.5736  -0.111
C 0.0672 -1.9372 4.3154  -0.076
C 3.1308 -2.2937 0.1258  -0.307
C 3.0467 2.1941 1.2855  -0.542
C -2.1723 1.6985 1.0426  -0.274
C -1.5762 -1.3538 2.1695  -0.117
C 4.0562 -4.5216 0.3784  -0.106
C -4.0983 0.6834 0.0365  -0.074
C -0.8871 5.9407 -1.2234  -0.084
C 0.4597 2.3835 -2.9442  -0.221
C -1.6102 -3.6999 -2.7836  -0.095
C -2.0508 -1.1959 3.4616  -0.090
C -1.2249 -1.4884 4.5418  -0.095
C -0.8154 -2.9031 -0.6300  -0.361
C 0.4703 2.0819 -4.3245  -0.034
C -2.5883 -4.5485 -0.7637  -0.092
C 0.5489 -2.0774 3.0186  -0.075
C 1.6938 -4.1838 0.5229  -0.098
C -2.5291 -4.5286 -2.1503  -0.108
C -0.2702 -1.7926 1.9333  -0.358
C 1.4573 0.3232 -2.5029  -0.146
C -1.9821 0.7190 -1.0550  -0.115
C 2.2886 0.9888 1.9528  -0.563
C -0.4610 4.8823 -0.4894  -0.102
C 1.8339 -2.8108 0.2948  -0.283
H 1.8349 -0.3722 -1.7723  0.055
H 2.6339 -6.0959 0.7677  0.091
H 1.0310 0.6851 -5.8294  0.097
H -3.1970 -5.1510 -2.7344  0.093
H -2.2233 -1.1313 1.3245  0.091
H -1.5854 -1.3515 5.5542  0.095
H 4.9198 -5.1755 0.4071  0.095
H -3.7110 -0.1964 -1.9010  0.102
H 1.5750 -2.3794 2.8577  0.106
H 5.2216 -2.7551 0.0315  0.106
H 1.3520 3.9091 3.0616  0.109
H 0.7203 -2.1518 5.1524  0.101
H -4.0934 1.6222 1.9753  0.102
H 0.0350 2.7755 -5.0293  0.095
H 0.6998 -4.5888 0.6678  0.097
H 4.2618 -0.5995 0.0937  0.107
H -0.3911 3.9950 5.0068  0.057
H -1.8033 -3.7648 1.0709  0.100
H 1.9929 -0.9278 -4.1300  0.099
H -1.3416 0.4665 -1.8896  0.103
H -1.5517 -3.6801 -3.8658  0.096
H -5.1492 0.4218 0.0570  0.103
H -0.0605 -2.2364 -2.5258  0.085
H -1.2497 6.6714 -3.2468  0.090
H -0.4590 4.5940 -4.2850  0.095
H -3.2923 -5.2025 -0.2616  0.096
H -1.2024 6.8451 -0.7203  0.096
H -0.4396 4.9398 0.5880  0.101
H 2.6085 -0.3345 0.1723  0.027
H -3.0555 -0.8230 3.6279  0.098

=====

The following is a quantum chemistry calculation of C39H31BClF4N5O3Ti as an isolated structure, from the Open Molecules 2025 dataset.

Summary:
2S+1   3
Gap between HOMO and LUMO (spin up / spin down)   4.1517 / 6.8642 eV
Total charge   -2

Last column: Löwdin charge in e.
Geometry (Å):
Ti -0.2662 0.4557 0.2463  1.123
Cl -3.2551 2.0828 -6.2412  0.571
F -2.2212 -2.9219 -2.1927  0.128
F -0.3629 -3.4539 -0.9741  0.121
F -0.1726 -2.0924 -2.7916  0.139
F -1.2279 -1.3154 -0.8969  0.047
O -1.9931 -0.9948 3.9693  0.010
O 2.7200 3.3380 1.5066  0.016
O -1.6259 1.4385 -0.6703  -0.170
N 0.7855 0.4459 -1.6108  0.004
N 0.8903 2.4047 0.3973  0.029
N 1.2961 -1.1536 0.4445  0.027
N -1.8141 -0.2234 1.7718  0.054
N 0.5013 0.7405 2.2265  0.043
C -1.0392 5.4553 -0.2408  -0.064
C -4.7053 -2.3837 0.9168  -0.055
C 3.1194 0.1867 -2.4289  -0.069
C -4.1563 0.3088 1.3437  -0.207
C 1.0639 4.0707 -1.4364  -0.196
C 1.8558 2.4783 1.3015  -0.494
C 4.6280 -1.2123 -1.1527  -0.080
C -3.6839 2.0824 -3.5499  -0.117
C 0.5105 5.1963 -2.0460  -0.065
C -1.4780 1.4537 -4.2875  -0.065
C 0.5114 3.6194 -0.2370  -0.182
C -5.4326 -0.1067 0.9783  -0.074
C -3.4210 -2.0085 1.2948  -0.191
C 4.3651 -0.3740 -2.2281  -0.129
C -1.4050 -0.4730 3.0133  -0.505
C 2.6229 -2.7509 1.6158  -0.088
C -3.1432 -0.6490 1.4665  -0.177
C -5.7069 -1.4434 0.7460  -0.109
C 1.6614 1.3779 2.3446  -0.160
C -3.8927 1.7504 1.6474  -0.050
C -0.9877 3.9043 1.7418  -0.029
C -0.5133 4.3383 0.3888  -0.201
C 2.0811 -0.0449 -1.5039  -0.216
C 1.9925 0.3975 4.4854  -0.051
C -3.2912 1.9178 -2.2369  0.011
C 2.2592 3.4053 -2.0480  -0.039
C 0.0067 0.0376 3.2267  -0.183
C -1.0590 1.2685 -2.9643  -0.112
C -2.7623 1.8589 -4.5648  -0.670
C -2.3684 -3.0440 1.5371  -0.026
C 0.2878 0.7789 -2.7529  -0.076
C -0.5463 5.8766 -1.4674  -0.109
C -1.9802 1.5310 -1.9244  -0.306
C 0.7334 -0.1659 4.3982  0.001
C 3.7231 -2.4465 0.8181  -0.058
C 2.3225 -0.9013 -0.3943  -0.146
C 2.4625 1.2126 3.4570  0.010
C 3.6000 -1.5242 -0.2361  -0.167
C 1.4332 -2.0902 1.3995  -0.142
B -0.9883 -2.4777 -1.7399  -1.264
H 3.3955 1.7566 3.4982  0.113
H -4.8100 2.3362 1.5406  0.072
H -1.8501 5.9941 0.2376  0.097
H 0.2713 -0.7518 5.1799  0.111
H -6.2147 0.6399 0.8780  0.094
H 2.5912 2.5591 -1.4543  0.059
H 0.5534 -2.2988 1.9985  0.104
H -1.4858 -2.8807 0.9197  0.054
H -3.1395 2.1643 0.9784  0.044
H -4.6960 2.3763 -3.7959  0.094
H -3.9788 2.0768 -1.4195  0.110
H -6.6981 -1.7545 0.4376  0.085
H 5.6042 -1.6603 -1.0185  0.086
H -0.7833 1.2564 -5.0944  0.108
H -3.5233 1.8791 2.6678  0.084
H -1.2842 2.8538 1.7608  0.050
H -0.1846 4.0136 2.4765  0.090
H 5.1602 -0.1441 -2.9287  0.086
H -0.9845 6.7356 -1.9603  0.085
H -2.0644 -3.0281 2.5861  0.075
H -4.9062 -3.4352 0.7481  0.100
H 2.0432 3.0526 -3.0591  0.072
H 2.9546 0.8429 -3.2715  0.085
H -1.8383 4.5055 2.0692  0.077
H 4.6769 -2.9410 0.9722  0.092
H 3.0891 4.1133 -2.1102  0.084
H 0.8858 0.6124 -3.6486  0.127
H 2.5980 0.2399 5.3706  0.098
H -2.7520 -4.0371 1.2983  0.081
H 0.9228 5.5288 -2.9920  0.101
H 2.6768 -3.4962 2.3986  0.089

=====

The following is a quantum chemistry calculation of C39H31ClIO20S as an isolated structure, from the Open Molecules 2025 dataset.

Summary:
Gap between HOMO and LUMO   6.4902 eV
Total charge   +1

Last column: Löwdin charge in e.
Geometry (Å):
I -1.5734 -2.6315 -3.8207  0.972
Cl -1.1592 -1.5012 1.1487  0.370
S -1.7795 -1.5391 -0.8061  0.697
O 4.4690 -2.2067 -0.8880  0.077
O 7.7476 -4.7584 1.2930  0.119
O -3.0672 -5.9363 4.4105  0.110
O -3.1422 1.2856 -1.9110  0.038
O -3.0873 -8.6092 4.8052  0.128
O 0.1232 -9.3652 1.4690  0.113
O -5.5876 5.2366 -2.5408  0.118
O 2.9249 5.8574 4.6482  0.110
O -2.4802 7.7652 0.9341  0.116
O 0.5549 6.9578 -3.6184  0.108
O 2.2175 6.5323 2.1283  0.111
O -1.8640 1.5345 -4.2855  0.080
O 0.1964 -6.6735 1.1392  0.095
O 4.9220 -0.0468 0.6488  0.065
O 4.5725 1.8488 2.8585  0.109
O 3.9387 2.5673 0.3097  0.093
O -1.6811 5.5229 -3.1067  0.102
O 8.1436 -2.6180 2.8967  0.134
O -0.2969 9.2567 0.3812  0.127
O -4.3756 5.4420 -4.9478  0.134
C 3.6620 3.3927 1.3399  -0.221
C 3.7764 3.8345 3.8358  0.078
C -4.4030 3.2599 -2.1457  0.071
C -2.2636 -6.7257 3.6802  -0.229
C 7.3077 -2.4936 2.0251  -0.303
C -0.7280 -2.6691 -1.8360  -0.955
C -2.7763 2.4601 -3.9127  -0.229
C 2.7728 5.4580 2.2658  -0.315
C -1.4873 -9.0802 3.1443  0.085
C -5.8014 -2.6243 -1.5110  -0.032
C -0.6632 -8.5744 2.2205  -0.229
C -1.7852 7.5394 -0.1911  -0.224
C -4.7408 -4.3778 0.0346  -0.043
C 5.6334 -1.1750 0.8618  -0.208
C -0.1570 7.2032 -2.5020  -0.227
C -3.4164 -2.3918 -0.7854  -0.441
C 6.1013 -3.5573 0.1451  0.078
C -3.0746 3.4995 -4.6927  0.070
C -1.4357 -6.2225 2.7581  0.059
C 5.3356 -2.3294 -0.0358  -0.309
C -0.5817 8.3962 -0.4274  -0.309
C 0.2080 8.1516 -1.6341  0.085
C -0.5757 -7.1028 1.9774  -0.322
C 4.0478 2.9366 2.7140  -0.310
C 7.0283 -3.6420 1.1073  -0.225
C 3.0649 4.5723 1.1403  0.075
C 0.8109 -2.3586 -1.7411  -0.314
C -1.3748 6.3665 -2.2780  -0.287
C -4.0636 4.4893 -4.2635  -0.330
C 1.4241 -3.4371 -0.7360  -0.093
C 6.5530 -1.2545 1.8244  0.097
C 3.1821 5.0150 3.6329  -0.231
C -4.7024 4.3060 -2.9247  -0.239
C -2.3344 -8.1972 3.9453  -0.311
C -3.4924 -3.6516 0.0173  -0.070
C -5.8530 -3.8501 -0.7369  -0.037
C -2.1509 6.5926 -1.0629  0.080
C -4.5538 -1.8835 -1.5351  -0.074
C -3.4344 2.2643 -2.5869  -0.306
H 1.5215 -4.3925 -1.3150  0.098
H 2.7792 4.9131 0.1544  0.134
H -4.4039 -0.9359 -2.0959  0.097
H 5.8874 -4.3797 -0.5236  0.138
H 0.6568 -3.6206 0.0641  0.049
H 1.0853 8.7650 -1.7858  0.141
H 6.7742 -0.4242 2.4815  0.142
H 0.0861 6.2336 -4.0746  0.117
H -0.8710 -3.7155 -1.4491  0.061
H -6.6507 -2.2345 -2.1073  0.118
H 1.3437 -2.5129 -2.7123  0.105
H -6.7986 -4.4314 -0.7430  0.114
H -5.6268 5.8807 -3.2755  0.128
H 4.0752 3.5020 4.8204  0.138
H -2.0145 8.4953 1.3876  0.124
H -4.7930 -5.3088 0.6351  0.115
H 2.3877 -3.1121 -0.2873  0.061
H 0.6201 -8.7626 0.8837  0.119
H -1.8316 0.8913 -3.5539  0.079
H 2.4936 6.6340 4.2419  0.121
H -2.6208 -4.0620 0.5773  0.087
H 4.3282 -0.2532 -0.0999  0.121
H 4.3669 1.7730 0.6927  0.073
H -1.3696 -5.1617 2.5560  0.121
H -3.0201 5.9681 -0.9046  0.128
H -3.5603 -6.5392 5.0019  0.125
H -2.6058 3.6514 -5.6551  0.145
H 8.3425 -4.5661 2.0443  0.125
H -1.5597 -10.1425 3.3325  0.142
H 1.0620 -1.3270 -1.3922  0.110
H -4.8587 3.1144 -1.1756  0.138

=====

Which value of total charge does entry 4 give?
-2

=====

Among the records above, which one has the highest total charge?
C39H31ClIO20S